1.
Entry from the Open Molecules 2025 dataset: a molecular structure, C30H44BN10ORbSi2 (ωB97M-V/def2-TZVPD).

Results
**Orbital gap (alpha / beta)**: 6.494 / 6.289 eV
**⟨S²⟩**: 0.75
**Multiplicity**: 2
**Total charge**: -1

Positions of all 89 atoms, in Å:
Rb  -14.11  7.76  -10.65
C  -18.50  8.02  -13.31
C  -17.38  7.36  -12.80
N  -16.45  8.23  -12.37
N  -16.93  9.44  -12.65
C  -18.18  9.36  -13.16
B  -16.23  10.68  -12.10
N  -14.82  10.96  -12.63
C  -14.21  12.15  -12.71
C  -12.93  11.95  -13.10
C  -12.81  10.53  -13.20
N  -13.98  9.97  -12.90
N  -16.17  10.48  -10.57
C  -17.13  9.92  -9.79
C  -16.68  9.88  -8.52
C  -15.41  10.51  -8.58
N  -15.10  10.81  -9.82
N  -17.07  11.93  -12.48
C  -17.36  12.37  -13.75
C  -18.21  13.43  -13.65
C  -18.37  13.60  -12.25
N  -17.68  12.70  -11.57
H  -19.40  7.62  -13.76
H  -17.21  6.31  -12.74
H  -18.80  10.22  -13.38
H  -14.74  13.07  -12.51
H  -12.25  12.75  -13.32
H  -11.96  9.94  -13.53
H  -18.06  9.60  -10.20
H  -17.17  9.49  -7.63
H  -14.79  10.77  -7.76
H  -16.93  11.85  -14.58
H  -18.66  13.97  -14.47
H  -18.92  14.37  -11.74
C  -17.80  5.59  -6.33
N  -16.87  5.61  -7.41
C  -15.65  4.90  -7.32
C  -17.14  6.32  -8.56
C  -18.44  7.08  -8.75
O  -16.30  6.40  -9.47
H  -17.37  6.18  -5.48
H  -17.97  4.58  -6.00
H  -18.77  6.04  -6.62
H  -15.86  3.83  -7.57
H  -15.21  4.98  -6.33
H  -14.94  5.26  -8.06
H  -18.57  7.75  -7.89
H  -19.31  6.43  -8.83
H  -18.34  7.61  -9.70
C  -13.25  3.49  -14.60
Si  -12.55  3.82  -12.88
C  -11.18  2.55  -12.48
C  -11.68  5.50  -12.83
C  -13.83  3.85  -11.51
Si  -15.34  2.71  -11.25
C  -16.99  3.63  -11.16
C  -15.53  1.37  -12.58
C  -15.07  1.77  -9.69
H  -12.50  3.52  -15.38
H  -13.99  4.30  -14.80
H  -13.70  2.48  -14.63
H  -10.48  2.66  -13.32
H  -11.49  1.50  -12.42
H  -10.68  2.82  -11.54
H  -10.87  5.54  -13.60
H  -11.22  5.65  -11.84
H  -12.31  6.35  -13.02
H  -13.71  4.61  -10.74
H  -17.54  3.59  -12.12
H  -16.91  4.65  -10.87
H  -17.58  3.07  -10.40
H  -15.77  1.78  -13.58
H  -16.33  0.65  -12.30
H  -14.62  0.77  -12.63
H  -15.04  2.44  -8.84
H  -14.17  1.18  -9.78
H  -15.87  1.09  -9.55
N  -11.26  4.39  -3.70
C  -11.59  4.61  -4.79
C  -11.85  4.87  -6.19
C  -12.29  6.17  -6.52
C  -12.55  6.41  -7.88
C  -12.51  5.51  -8.94
C  -12.10  4.24  -8.51
C  -11.74  3.89  -7.23
H  -12.41  6.91  -5.75
H  -12.94  7.44  -8.06
H  -12.09  3.44  -9.24
H  -11.33  2.93  -6.96

---

2.
Entry from the Open Molecules 2025 dataset: a molecular structure, C30H44BrClN2P2Pt (ωB97M-V/def2-TZVPD).

Results
**Orbital gap (alpha / beta)**: 6.732 / 4.797 eV
**⟨S²⟩**: 6.06
**Multiplicity**: 5
**Total charge**: +4

Positions of all 81 atoms, in Å:
N  -5.71  3.12  -2.49
C  -5.29  3.82  -1.43
C  -4.10  3.52  -0.76
C  -3.30  2.47  -1.25
C  -3.74  1.74  -2.36
C  -4.97  2.11  -2.94
C  -2.00  2.18  -0.59
Pt  -1.51  0.24  -0.28
P  3.57  0.42  0.49
C  -0.84  1.74  -1.40
C  0.51  2.30  -1.09
C  1.59  2.11  -1.99
C  2.90  2.11  -1.52
C  3.11  2.14  -0.11
C  2.14  2.97  0.55
C  0.81  2.93  0.13
Br  2.66  1.04  2.36
H  -1.78  2.87  0.23
H  -1.02  1.57  -2.48
H  -3.80  4.08  0.12
H  -3.18  0.89  -2.73
H  -5.91  4.64  -1.07
H  -5.35  1.57  -3.81
H  1.35  1.87  -3.03
H  0.04  3.33  0.78
H  3.74  2.01  -2.22
H  2.40  3.57  1.42
P  -1.53  -2.00  -0.44
C  5.30  1.31  0.60
C  6.09  1.32  -0.68
H  5.86  0.83  1.41
H  5.10  2.34  0.93
H  7.06  1.81  -0.48
H  6.30  0.31  -1.06
H  5.60  1.90  -1.47
C  2.63  -0.69  -0.60
C  3.47  -1.28  -1.74
H  1.76  -0.13  -0.98
H  2.21  -1.51  0.01
H  2.85  -1.39  -2.65
H  4.35  -0.66  -2.01
H  3.85  -2.28  -1.48
C  4.50  -1.13  1.18
C  5.10  -1.11  2.58
H  5.30  -1.28  0.43
H  3.82  -1.99  1.10
H  5.05  -2.12  2.99
H  6.15  -0.80  2.57
H  4.55  -0.46  3.26
C  -1.04  -2.73  1.16
C  -0.94  -4.25  1.15
H  -1.79  -2.38  1.90
H  -0.08  -2.26  1.42
H  -1.89  -4.73  0.87
H  -0.15  -4.60  0.47
H  -0.68  -4.58  2.16
C  -0.32  -2.55  -1.71
C  -0.85  -3.47  -2.80
H  0.52  -3.01  -1.16
H  0.07  -1.61  -2.15
H  -1.25  -4.41  -2.40
H  -1.63  -2.98  -3.39
H  -0.03  -3.72  -3.48
C  -3.15  -2.76  -0.87
C  -4.31  -2.47  0.08
H  -2.97  -3.84  -0.94
H  -3.39  -2.41  -1.88
H  -5.12  -3.18  -0.11
H  -4.03  -2.56  1.14
H  -4.71  -1.46  -0.08
Cl  -0.66  2.12  4.95
C  -1.81  1.48  3.85
C  -3.15  1.29  4.22
C  -4.02  0.80  3.25
C  -3.56  0.54  1.97
N  -2.25  0.66  1.66
C  -1.37  1.14  2.57
H  -3.46  1.51  5.23
H  -5.07  0.61  3.46
H  -4.23  0.20  1.17
H  -0.33  1.25  2.26

---

In kcal per mole, the energy above the lowest of the compared OMol25 structures with the same formula, charge and spin values for the records above are, in order, 0.0 100.5.
In a.u., the DFT total energy values for the records above are, in order, -2420.42758 -5113.50418.
In hartree/bohr, the max |F| values for the records above are, in order, 0.05380 0.08417.